The following is a quantum chemistry calculation of a cluster of 2 separate species, C11H15N in total in a non-equilibrium geometry, from the OMol25 dataset.

Properties
- HOMO level: -0.2890 Ha
- LUMO level: 0.89 eV
- ΔE to the lowest compared entry with this formula, charge and spin: 51.4 kJ/mol

XYZ file:
```
27
C11H15N (ωB97M-V/def2-TZVPD)
C 1.57017 -0.11478 -2.84402
C -1.53495 0.20122 -0.79692
C -0.46691 -0.54199 -1.29449
C 0.35582 0.33241 -2.11834
C -0.20136 1.55858 -1.97789
C -2.39032 -0.35393 0.16624
C -2.29837 -1.69902 0.40897
C -1.37218 -2.50952 -0.28207
C -0.43250 -1.93162 -1.10580
N -1.35036 1.49913 -1.22160
H -3.04426 0.24592 0.79281
H -2.88795 -2.14688 1.19927
H -1.96916 2.26568 -1.04212
H -1.43994 -3.58750 -0.21996
H 0.12161 2.49951 -2.39262
H 0.22742 -2.53971 -1.71345
H 1.40908 -0.11331 -3.92574
H 1.86376 -1.14888 -2.65404
H 2.45716 0.48429 -2.64748
C 1.06387 1.12407 3.63981
C 1.82089 0.81032 2.34292
H 0.08560 0.63249 3.57639
H 1.58129 0.82496 4.54210
H 0.78037 2.17398 3.68213
H 1.31269 0.07723 1.69795
H 2.76692 0.29873 2.51778
H 1.97162 1.65863 1.67017
```